No. 1
# C3H6N2O

A 2-piece molecular cluster, C3H6N2O overall (ωB97M-V with the def2-TZVPD basis set, the OMol25 dataset).

```
12
Properties=species:S:1:pos:R:3:mulliken_charge:R:1
C -1.85452 -0.79474 -0.40014 -0.31
C -0.86787 -0.78808 -1.35104 -0.21
N 0.36681 -0.51783 -0.85125 -0.49
C 0.15676 -0.56719 0.45326 -0.26
N -1.16354 -0.58172 0.79515 -0.12
H -2.90711 -0.62821 -0.54424 0.36
H -1.09276 -0.79823 -2.40945 0.36
H 0.88699 -0.76013 1.22596 0.45
H -1.47793 -0.15962 1.64661 0.24
H 2.62751 2.39901 -0.13030 0.33
H 2.33819 1.28906 0.94273 0.32
O 2.98748 1.90767 0.62272 -0.65
```

Results
LUMO ... 0.76 eV
M ... 86.09 g/mol
Maximum force ... 0.04322 hartree/bohr
Kohn-Sham gap ... 9.806 eV

=====

No. 2
# C9H11NO

C9H11NO as an isolated structure (ωB97M-V with the def2-TZVPD basis set, the OMol25 dataset).

```
22
Properties=species:S:1:pos:R:3:mulliken_spin:R:1
C -2.45338 -0.74246 -0.56708 0.46
C -2.46112 -1.22294 0.79488 -0.05
C -1.45473 -0.02267 -1.15355 0.35
C -2.12490 -0.65455 1.88715 0.28
C -0.15521 0.34363 -0.70432 0.12
C 0.08053 0.55437 0.65442 0.54
C -1.26576 0.47779 2.06794 -0.02
C 0.77491 0.66446 -1.84794 0.02
C 2.27833 -0.05018 1.31989 0.06
N -0.97522 1.11334 3.11060 0.14
O 1.27260 0.93062 1.15585 0.02
H -3.27327 -1.02164 -1.18861 0.03
H -3.16958 -2.10235 0.97177 0.01
H -1.61987 0.24052 -2.13779 0.04
H -2.52780 -1.05957 2.81833 0.02
H 0.40628 1.15433 -2.76917 0.00
H 1.12796 -0.22311 -2.32846 0.01
H 1.63923 1.16847 -1.38495 0.00
H 1.86965 -0.85288 2.04787 -0.01
H 3.05963 0.52974 1.72608 -0.01
H 2.53912 -0.57022 0.41699 -0.01
H -0.15296 1.63251 3.02665 0.00
```

Results
<S²> ... 2.03
LUMO (spin up / spin down) ... 0.68 / -2.15 eV
Spin multiplicity ... 3
M ... 149.19 g/mol
Maximum force ... 0.15291 hartree/bohr
Kohn-Sham gap (spin up / spin down) ... 6.100 / 6.616 eV

=====

No. 3
# C18H10ClF6N3O5PtS2

C18H10ClF6N3O5PtS2 as an isolated structure (ωB97M-V with the def2-TZVPD basis set, the OMol25 dataset).

```
46
Properties=species:S:1:pos:R:3:mulliken_charge:R:1
Pt -0.04013 0.24446 -0.34220 1.19
Cl -5.15577 -4.83980 0.11774 -0.23
C -3.74762 -3.85344 -0.10002 0.17
C -2.50738 -4.47511 -0.35137 -0.57
C -1.38454 -3.72484 -0.52940 -0.26
C -1.42141 -2.30550 -0.46336 0.34
O -0.30665 -1.68745 -0.66246 -0.93
C -2.67788 -1.68786 -0.19108 0.19
C -2.87200 -0.29164 -0.07390 0.59
N -1.95200 0.62511 -0.15817 -0.11
C -2.23614 1.99985 -0.00935 0.68
C -3.47885 2.58519 0.01612 -0.77
C -3.60104 3.97618 0.20019 -0.87
C -2.50223 4.77476 0.34634 -0.86
C -1.20942 4.20807 0.29232 0.83
C -0.01284 4.95173 0.40761 -0.55
C 1.19069 4.31434 0.32046 -0.84
C 1.22731 2.92572 0.10190 0.17
N 0.12963 2.21513 -0.00722 -0.08
C -1.09049 2.82411 0.09983 0.19
C -3.83203 -2.50028 -0.02014 -1.11
H -2.45646 -5.55528 -0.39105 0.40
H -0.42027 -4.18501 -0.69528 0.47
H -3.88866 0.03415 0.11600 0.20
H -4.37689 1.99719 -0.10751 0.34
H -4.59174 4.41036 0.22207 0.39
H -2.60534 5.84287 0.48863 0.40
H -0.06778 6.02131 0.56914 0.43
H 2.12377 4.85040 0.41279 0.42
H 2.15784 2.38236 0.01424 0.47
H -4.78418 -2.02643 0.18327 0.39
F 3.84126 -0.89746 -2.58713 -0.22
C 3.26765 -1.80411 -1.79207 0.67
F 2.11702 -2.17841 -2.34030 -0.18
F 4.07280 -2.85697 -1.69370 -0.22
S 2.99678 -1.03369 -0.13306 0.80
O 2.02812 0.06289 -0.42154 -0.73
O 4.26158 -0.51432 0.26998 -0.58
N 2.40778 -2.24165 0.61519 -0.35
S 1.63588 -2.19165 2.00404 1.14
O 1.13891 -0.88659 2.33071 -0.67
O 0.79362 -3.33684 2.12504 -0.62
C 3.00549 -2.48311 3.21682 0.53
F 3.80052 -1.41653 3.29049 -0.21
F 3.73293 -3.54252 2.86296 -0.23
F 2.48331 -2.70725 4.42741 -0.21
```

Results
LUMO ... -1.58 eV
M ... 756.95 g/mol
Maximum force ... 0.00575 hartree/bohr
Kohn-Sham gap ... 6.670 eV

=====

No. 4
# C16H24BCl6F10N5NiO4S2

C16H24BCl6F10N5NiO4S2 as an isolated structure (ωB97M-V with the def2-TZVPD basis set, the OMol25 dataset).

```
69
Properties=species:S:1:pos:R:3:mulliken_spin:R:1
Ni -24.93675 7.44860 1.58620 1.79
B -22.85852 5.59041 3.17289 0.00
F -23.93607 4.97254 3.80699 0.00
F -21.99226 4.67326 2.61074 0.00
F -23.37736 6.47513 2.10006 0.04
F -22.16878 6.34724 4.10859 0.00
C -23.56410 5.33982 -1.52226 0.00
F -23.82165 5.21020 -2.80878 0.00
F -22.81003 4.33298 -1.10760 0.00
F -22.93002 6.49213 -1.30340 0.00
S -25.13980 5.27555 -0.53011 -0.01
O -26.11887 4.53146 -1.25653 0.00
O -24.77343 4.69366 0.72496 0.00
N -25.50978 6.89994 -0.23685 0.07
S -26.42007 7.54783 -1.42025 0.01
O -26.26266 8.96336 -1.32903 0.00
O -26.23697 6.91203 -2.67609 0.01
C -28.18390 7.19298 -0.91474 0.00
F -28.58545 8.17310 -0.09776 0.00
F -28.97390 7.11751 -1.95639 0.00
F -28.24414 6.06799 -0.19497 0.00
C -27.38286 3.99615 2.75433 0.00
C -26.82697 5.32623 2.66486 0.01
N -26.36763 6.36394 2.58924 0.04
H -27.09988 3.43800 1.86327 0.00
H -28.46286 4.11817 2.86832 0.00
H -27.04149 3.43941 3.62488 0.00
C -27.42324 11.37249 1.54754 0.00
C -26.75348 10.10036 1.54060 -0.01
N -26.18852 9.11049 1.52772 0.04
H -28.41757 11.30551 1.99282 0.00
H -27.59642 11.67908 0.51570 0.00
H -26.85194 12.09269 2.12577 0.00
C -32.18189 9.49210 -0.89015 0.00
C -32.51025 10.87576 -0.54698 0.00
N -32.75502 11.95721 -0.25991 0.00
H -31.10338 9.37195 -0.78420 0.00
H -32.45839 9.22605 -1.90404 0.00
H -32.68015 8.87387 -0.14449 0.00
C -20.04502 6.13340 0.81106 0.00
C -18.91017 6.78183 0.17410 0.00
N -18.01401 7.29385 -0.32865 0.00
H -19.78076 5.43133 1.59376 0.00
H -20.52916 5.52439 0.03792 0.00
H -20.82725 6.82330 1.11239 0.00
Cl -23.40196 8.05226 -4.12384 0.00
C -22.09632 7.39387 -5.14426 0.00
C -21.11882 6.58126 -4.34366 0.00
Cl -19.86860 5.88470 -5.38716 0.00
H -21.66317 8.22333 -5.69151 0.00
H -22.55699 6.71958 -5.86626 0.00
H -21.61875 5.75962 -3.83703 0.00
H -20.65684 7.14984 -3.53451 0.00
Cl -28.08361 3.20694 -6.06070 0.00
C -27.28997 4.55035 -5.18323 0.00
C -27.93150 5.84182 -5.63999 0.00
Cl -27.41116 6.32003 -7.26750 0.00
H -26.21542 4.54786 -5.34600 0.00
H -27.45773 4.35127 -4.12740 0.00
H -27.72366 6.66769 -4.96207 0.00
H -29.00875 5.68867 -5.65009 0.00
Cl -26.02643 0.60313 1.66832 0.00
C -25.09652 0.22121 0.20637 0.00
C -25.28553 1.31488 -0.82896 0.00
Cl -24.25223 0.93465 -2.22680 0.00
H -25.41527 -0.74189 -0.17833 0.00
H -24.03162 0.19397 0.42399 0.00
H -24.99608 2.26036 -0.38421 0.00
H -26.30585 1.39200 -1.19339 0.00
```

Results
<S²> ... 2.00
LUMO (spin up / spin down) ... -0.68 / -2.54 eV
Spin multiplicity ... 3
M ... 886.74 g/mol
Maximum force ... 0.05198 hartree/bohr
Kohn-Sham gap (spin up / spin down) ... 9.929 / 8.061 eV

=====

No. 5
# C42H46As3Br2F4O3PPt

C42H46As3Br2F4O3PPt as an isolated structure (ωB97M-V with the def2-TZVPD basis set, the OMol25 dataset).

```
102
Properties=species:S:1:pos:R:3:mulliken_charge:R:1
Pt -0.15488 0.39033 -0.64103 1.47
C -0.09674 -2.68974 -2.65928 -0.82
As 0.92472 -1.56183 -1.48744 0.71
C 1.40521 -2.65855 0.01643 -0.40
C 2.55484 -1.31265 -2.51506 -2.08
C 3.71049 -0.42343 -2.02533 1.94
C 4.80340 -0.57065 -3.09816 -2.19
C 3.30198 1.05354 -2.01951 -1.87
As 1.90600 1.69737 -0.82830 0.78
C 1.60622 3.47212 -1.50924 -1.29
C 2.67928 2.06625 0.90019 -1.57
C 4.21689 -0.89195 -0.64921 -0.86
As 6.14547 -0.60341 -0.19853 0.27
C 6.09745 1.20701 0.55448 -1.04
C 6.01863 -1.55086 1.50904 -1.13
H 0.53983 -3.52934 -2.93961 0.63
H -0.40174 -2.13889 -3.54496 0.27
H -0.97657 -3.05608 -2.13786 0.05
H 1.89770 -3.53947 -0.39756 0.75
H 0.51794 -2.95091 0.56512 -0.35
H 2.08015 -2.11660 0.67088 0.04
H 2.24476 -1.01467 -3.51871 0.79
H 2.91798 -2.34258 -2.59848 0.79
H 4.40465 -0.35507 -4.09132 0.52
H 5.20894 -1.58355 -3.10150 0.44
H 5.63347 0.11078 -2.91249 0.57
H 2.97715 1.36386 -3.01654 0.66
H 4.16345 1.67408 -1.75640 0.76
H 2.54433 4.01523 -1.39100 0.60
H 0.82677 3.95824 -0.92650 0.35
H 1.31945 3.43586 -2.55743 0.34
H 3.63063 2.56358 0.71840 0.76
H 2.83729 1.16469 1.48482 0.19
H 2.01014 2.74264 1.42904 0.55
H 4.14939 -1.98345 -0.60883 0.79
H 3.58285 -0.51141 0.16061 -0.37
H 5.92999 1.95502 -0.22139 0.27
H 7.08093 1.40174 0.98149 0.51
H 5.35474 1.30420 1.34517 0.23
H 5.87748 -2.61588 1.32874 0.35
H 5.20036 -1.16968 2.12202 0.28
H 6.95432 -1.42224 2.05087 0.43
F -7.35524 -2.70726 -2.64329 -0.26
C -6.23570 -2.26775 -2.11228 0.53
C -6.04487 -2.30904 -0.74395 0.53
F -6.98433 -2.78940 0.04933 -0.27
C -4.85823 -1.84134 -0.20912 -0.08
F -4.75212 -1.90733 1.11856 -0.36
C -3.81872 -1.32497 -0.99138 -0.48
P -2.36566 -0.73292 -0.01784 0.71
C -3.18130 0.51472 1.01556 1.71
C -3.69010 1.61032 0.31461 -1.38
C -4.37563 2.60966 0.98114 -0.85
C -4.55221 2.52523 2.35737 -0.74
C -4.06656 1.42969 3.05301 -0.76
C -3.38985 0.41594 2.38675 -0.35
C -1.96472 -2.23867 0.92165 1.53
C -1.43898 -2.20999 2.21411 -0.32
C -1.12431 -3.39378 2.86518 -1.20
C -1.31554 -4.61564 2.23575 -0.87
C -1.83904 -4.65378 0.95083 -1.07
C -2.16707 -3.47425 0.30089 -0.92
C -4.04702 -1.28423 -2.36980 0.06
Br -2.82277 -0.57233 -3.59296 0.10
C -5.23146 -1.75236 -2.91558 0.33
F -5.43690 -1.71245 -4.22345 -0.31
H -3.57935 1.66359 -0.76349 0.52
H -4.78057 3.44801 0.43001 0.50
H -5.08296 3.30753 2.88285 0.43
H -4.22727 1.34913 4.11982 0.55
H -3.06766 -0.45270 2.94080 0.48
H -1.26798 -1.27688 2.72623 0.06
H -0.73394 -3.35799 3.87381 0.54
H -1.07419 -5.53587 2.75071 0.43
H -2.01371 -5.60282 0.46158 0.50
H -2.61833 -3.52700 -0.68253 0.48
Br -1.43876 3.90134 -6.17608 -0.12
C -1.07149 2.85117 -4.66192 -0.54
C -1.54445 3.24153 -3.41617 -0.74
C -1.26854 2.45984 -2.30443 -0.51
C -0.54302 1.27955 -2.42282 0.87
C -0.05239 0.91444 -3.66719 0.37
C -0.32089 1.69272 -4.78909 -0.68
H -2.11935 4.15214 -3.31458 0.52
H -1.61979 2.79536 -1.33423 0.46
H 0.52373 0.01045 -3.81125 0.02
H 0.05239 1.39390 -5.75961 0.53
O -1.34219 3.44018 2.95525 -0.74
C -0.71718 2.55204 3.74010 0.22
C -0.70259 2.81547 5.11118 -0.74
C -0.08561 1.94147 5.97701 -0.48
C 0.53693 0.77450 5.51395 -1.13
C 0.52705 0.50425 4.17012 -0.78
C -0.09465 1.38388 3.26200 0.28
C -0.08606 1.05164 1.85340 1.24
O -0.55864 1.85710 0.96212 -0.36
O 0.37756 -0.05573 1.41907 -0.62
H -1.32615 3.13184 2.03387 0.05
H -1.18508 3.71664 5.46420 0.55
H -0.08246 2.16363 7.03615 0.43
H 1.01933 0.10165 6.20840 0.48
H 1.00122 -0.38769 3.78005 0.55
```

Results
Total charge ... +2
LUMO ... -6.66 eV
M ... 1285.45 g/mol
Maximum force ... 0.01476 hartree/bohr
Kohn-Sham gap ... 6.653 eV

=====

No. 6
# C5H6NO5

C5H6NO5 as an isolated structure (ωB97M-V with the def2-TZVPD basis set, the OMol25 dataset).

```
17
Properties=species:S:1:pos:R:3:mulliken_charge:R:1
C -1.43685 1.45892 0.29152 0.64
C -1.93389 -1.07326 0.20698 0.59
C 0.25705 -0.18649 -1.18800 -0.56
C 1.24701 0.05020 0.84244 -0.58
C -0.94166 0.04492 0.36261 0.19
N -0.05043 -0.16147 1.39932 -0.41
O -0.89515 2.34181 0.92177 -0.66
O -2.92424 -0.82853 -0.65332 -0.76
O -2.49271 1.57115 -0.49412 -0.67
O -1.65614 -2.07317 0.85472 -0.70
O 1.29532 -0.64322 -0.36338 -0.39
H -0.36448 -0.97848 -1.64622 0.39
H 0.17913 0.79812 -1.59171 0.35
H 1.40156 1.10891 0.63091 0.36
H 1.95809 -0.45906 1.43940 0.35
H -0.04961 -1.08825 1.80158 0.38
H -2.79471 0.48349 -0.76207 0.47
```

Results
Total charge ... -1
LUMO ... 3.70 eV
M ... 160.10 g/mol
Maximum force ... 0.10303 hartree/bohr
Kohn-Sham gap ... 8.903 eV